[1]
A single C20H25N7O2 molecule. Source: the OMol25 dataset; level of theory: ωB97M-V/def2-TZVPD.

Values from the calculation:
- Spin multiplicity: 1
- Frontier orbital gap: 0.305 Ha
- LUMO: 0.0033 Eh
- Highest occupied orbital energy: -8.2 eV
- Energy: -1310.952575 Eh
- Total charge: 0
- Energy above the lowest of the compared OMol25 structures with the same formula, charge and spin: 0.957 eV
- Structure (SMILES): CC(C)Nc1nc(NC(C)(C)C)nc(Oc2ccc(=O)n(-c3ccccc3)n2)n1

Last column: Mulliken charge in e.
CARTESIAN COORDINATES (ANGSTROEM)
C 1.7177 2.7467 2.7832  -1.553
C 2.1998 1.3548 2.3867  0.980
C 3.3244 0.8717 3.3039  -1.449
N 1.0881 0.4319 2.4224  -0.069
C 0.8345 -0.4953 1.4949  0.308
N 1.6006 -0.5523 0.4080  -0.164
C 1.2812 -1.5019 -0.4666  0.572
N 1.9896 -1.6632 -1.5872  -0.156
C 3.1098 -0.8512 -2.0441  1.636
C 3.5751 -1.4343 -3.3778  -1.911
C 2.6449 0.5959 -2.2325  -1.548
C 4.2417 -0.9179 -1.0156  -1.457
N 0.2474 -2.3558 -0.3153  -0.764
C -0.4411 -2.1782 0.7840  0.513
O -1.5104 -3.0264 0.9703  -0.393
C -2.7061 -2.4568 0.7406  0.603
C -3.8877 -3.2151 0.9929  -0.755
C -5.0674 -2.6256 0.7114  -0.532
C -5.1519 -1.2743 0.1772  0.561
O -6.2017 -0.7306 -0.1173  -0.666
N -3.9146 -0.6546 0.0164  0.363
C -3.7618 0.6594 -0.4925  0.262
C -4.7393 1.6336 -0.3253  -0.302
C -4.5268 2.9065 -0.8256  -0.678
C -3.3488 3.2220 -1.4798  -0.375
C -2.3710 2.2525 -1.6351  -0.761
C -2.5734 0.9766 -1.1479  -0.150
N -2.7469 -1.2513 0.2743  -0.471
N -0.2132 -1.3035 1.7352  -0.674
H 2.5308 3.4625 2.7006  0.398
H 0.9053 3.0648 2.1348  0.402
H 1.3621 2.7454 3.8116  0.350
H 2.5542 1.3611 1.3520  -0.159
H 2.9840 0.8388 4.3366  0.373
H 4.1766 1.5426 3.2395  0.381
H 3.6425 -0.1255 3.0106  0.353
H 0.5069 0.4016 3.2455  0.334
H 1.6543 -2.4018 -2.1856  0.334
H 2.7735 -1.3988 -4.1125  0.458
H 4.4157 -0.8622 -3.7607  0.433
H 3.8914 -2.4676 -3.2535  0.444
H 2.2656 0.9799 -1.2905  0.254
H 3.4721 1.2173 -2.5641  0.445
H 1.8509 0.6430 -2.9743  0.359
H 3.8856 -0.5440 -0.0609  0.188
H 5.0839 -0.3155 -1.3445  0.427
H 4.5736 -1.9455 -0.8875  0.361
H -3.8020 -4.2144 1.3881  0.454
H -6.0125 -3.1249 0.8607  0.432
H -5.6593 1.3994 0.1820  0.405
H -5.2907 3.6583 -0.6957  0.362
H -3.1917 4.2179 -1.8668  0.397
H -1.4472 2.4895 -2.1422  0.401
H -1.8183 0.2150 -1.2619  0.448


[2]
A molecular structure, C20H25NO5S. Source: the OMol25 dataset; level of theory: ωB97M-V/def2-TZVPD.

Values from the calculation:
- Spin multiplicity: 1
- Frontier orbital gap: 0.312 Ha
- LUMO: -0.0014 Eh
- Highest occupied orbital energy: -8.5 eV
- Energy: -1605.592351 Eh
- Total charge: 0
- Energy above the lowest of the compared OMol25 structures with the same formula, charge and spin: 19.234 eV

Last column: Mulliken charge in e.
CARTESIAN COORDINATES (ANGSTROEM)
C -6.1449 0.5946 3.1941  -1.013
C -6.3525 0.7952 1.6285  -0.856
C -5.3130 1.7681 0.8918  -1.148
C -4.0802 0.9372 0.6892  -1.123
O -4.3255 -0.3008 -0.3094  -0.359
C -3.3623 -1.0094 -0.4270  0.377
C -3.6844 -2.1185 -1.1649  -0.315
C -2.6215 -2.8416 -1.8437  -1.313
C -1.3501 -2.6574 -1.3794  0.027
C -0.9661 -1.6645 -0.4521  -0.022
C -2.0619 -0.5477 -0.0092  -0.903
H -1.8456 0.1555 0.5364  1.287
C 0.4002 -1.6083 -0.0172  0.301
O 0.6884 -1.6568 1.2703  -0.653
N 1.2792 -0.9172 -0.8981  0.686
C 0.8298 -0.3143 -1.9042  -1.608
C 0.7398 1.0297 -1.8181  0.799
C 1.5365 2.1883 -1.8645  -0.310
C 0.9283 3.5078 -1.6903  -0.937
C -0.4697 3.0150 -1.2581  -0.021
O -0.5696 1.6305 -1.6083  -0.257
H -1.4542 3.5855 -0.9483  0.301
H 1.1767 4.5225 -1.5337  0.410
H 2.5507 2.2543 -2.0236  0.541
H 1.6802 -0.3038 -3.0112  0.272
H 0.0501 -0.7101 -2.3787  0.791
C 2.6503 -0.7983 -0.3108  -0.845
C 2.7584 0.5221 0.8230  -1.366
H 2.3593 1.3392 0.7093  1.208
H 2.2210 -0.0392 1.7991  0.248
S 4.5227 0.4046 1.1194  1.196
O 4.7963 0.4125 2.4352  -0.639
O 5.1925 1.2299 0.2703  -0.616
C 4.7523 -1.5538 0.5692  -0.881
C 3.3630 -1.9401 0.1498  -0.802
H 2.8909 -2.1205 1.0126  0.526
H 3.4746 -2.5927 -0.8393  0.272
H 5.1783 -1.9887 1.6771  0.330
H 5.4702 -1.3253 -0.2088  0.453
H 3.0652 -0.0405 -1.0557  0.513
H -0.4350 -3.4402 -1.4263  0.180
H -2.9774 -3.6165 -2.1342  0.618
H -4.7093 -2.1589 -1.6389  0.309
H -3.4584 1.5233 0.2979  0.787
H -3.8423 0.6772 1.6027  0.761
H -5.7008 1.8913 -0.0761  0.388
H -5.2147 2.4813 1.5338  0.544
H -7.3513 1.1367 1.5794  0.481
H -6.5301 -0.0676 1.0212  0.461
H -7.1227 0.0900 3.6314  0.290
H -6.0835 1.5993 3.5738  0.259
H -5.2421 0.0902 3.1925  0.373


[3]
A single C20H25NO9 molecule. Source: the OMol25 dataset; level of theory: ωB97M-V/def2-TZVPD.

Values from the calculation:
- Spin multiplicity: 1
- Frontier orbital gap: 0.329 Ha
- LUMO: 0.0227 Eh
- Highest occupied orbital energy: -8.3 eV
- Energy: -1509.129951 Eh
- Total charge: 0
- Energy above the lowest of the compared OMol25 structures with the same formula, charge and spin: 0.000 eV
- Structure (SMILES): CC(=O)OC[C@H](OC(C)=O)[C@@H](OC(C)=O)[C@@H](OC(C)=O)C(=O)Nc1cccc(C)c1

Last column: Mulliken charge in e.
CARTESIAN COORDINATES (ANGSTROEM)
C -1.3513 1.0624 3.8837  -1.312
C -1.3297 0.4925 2.4887  0.932
O -0.8312 -0.5568 2.1812  -0.486
O -1.9694 1.3120 1.6477  -0.449
C -2.1170 0.9284 0.2860  -0.883
C -1.2680 1.8156 -0.6374  0.553
O -2.1490 2.3462 -1.6234  -0.434
C -1.9596 3.6005 -2.0577  0.837
C -2.9108 3.9104 -3.1764  -1.266
O -1.1334 4.3519 -1.6109  -0.560
C -0.1216 1.0813 -1.3691  -0.691
O 0.6737 2.0519 -2.0466  -0.336
C 0.3869 2.3598 -3.3222  0.793
C 1.2636 3.4857 -3.7893  -1.262
O -0.4597 1.8120 -3.9742  -0.552
C 0.8304 0.3202 -0.4396  0.314
O 0.9452 1.0573 0.7780  -0.311
C 2.0877 1.0095 1.4601  0.998
C 2.0634 1.9436 2.6343  -1.238
O 3.0136 0.2909 1.1690  -0.655
C 0.3905 -1.1593 -0.2386  0.222
O -0.6198 -1.5819 -0.7595  -0.732
N 1.2884 -1.8639 0.4660  0.233
C 1.2110 -3.1959 0.8952  0.579
C 2.2849 -3.6875 1.6323  -0.853
C 2.2693 -4.9948 2.0792  -0.653
C 1.1914 -5.8152 1.7985  -0.581
C 0.1126 -5.3334 1.0661  0.646
C -1.0603 -6.2204 0.7775  -1.577
C 0.1293 -4.0216 0.6155  -0.337
H -1.1168 2.1222 3.8592  0.332
H -2.3547 0.9461 4.2879  0.390
H -0.6513 0.5233 4.5143  0.333
H -3.1673 1.0919 0.0300  0.437
H -1.8762 -0.1289 0.1626  0.277
H -0.8383 2.6497 -0.0659  0.436
H -3.9092 3.5678 -2.9220  0.331
H -2.9078 4.9759 -3.3834  0.370
H -2.5771 3.3612 -4.0557  0.273
H -0.5601 0.3888 -2.1001  0.385
H 2.2888 3.3170 -3.4737  0.317
H 0.9072 4.4006 -3.3181  0.271
H 1.2017 3.5803 -4.8688  0.368
H 1.8221 0.2975 -0.9176  0.722
H 3.0636 2.3296 2.8104  0.405
H 1.3612 2.7522 2.4600  0.272
H 1.7520 1.3809 3.5125  0.241
H 2.1217 -1.3732 0.7815  0.143
H 3.1244 -3.0430 1.8508  0.454
H 3.1039 -5.3755 2.6494  0.375
H 1.1851 -6.8369 2.1496  0.427
H -1.6342 -6.3890 1.6888  0.312
H -1.7153 -5.7678 0.0383  0.347
H -0.7275 -7.1894 0.4099  0.367
H -0.6992 -3.6336 0.0475  0.477


[4]
A molecular structure, C20H26Cu2F3N4O3. Source: the OMol25 dataset; level of theory: ωB97M-V/def2-TZVPD.

Values from the calculation:
- Spin multiplicity: 2
- Frontier orbital gap (spin up / spin down): 0.192 / 0.226 Ha
- LUMO (spin up / spin down): -0.0513 / -0.0603 Eh
- Highest occupied orbital energy (spin up / spin down): -6.6 / -7.8 eV
- Energy: -4802.800936 Eh
- Total charge: 0
- Energy above the lowest of the compared OMol25 structures with the same formula, charge and spin: 0.718 eV
- Expectation value of S²: 0.76

Last column: Mulliken spin population.
CARTESIAN COORDINATES (ANGSTROEM)
Cu -0.3098 -2.7768 -1.8982  0.599
Cu 1.4050 -0.5456 -3.3348  0.257
O -0.0619 -0.6298 -1.3919  0.023
H 0.7327 -0.4390 -0.8563  0.005
N -1.8068 -0.5634 0.8399  0.010
C -1.4309 -0.4780 2.1798  0.005
C -2.5023 -0.4461 2.9769  0.003
C -3.6156 -0.5565 2.1654  0.001
C -3.1629 -0.7513 0.9152  0.008
H -1.1677 -0.7258 0.0749  0.027
H -0.3530 -0.4481 2.2392  -0.003
H -2.4193 -0.4475 4.0537  0.000
H -4.6779 -0.5170 2.3557  0.000
H -3.6495 -1.0433 -0.0037  0.004
N -0.7947 2.3673 -0.2993  0.003
C -0.1210 3.2440 -1.0436  0.005
C -0.4017 4.5556 -0.6782  0.001
C -1.3979 4.4050 0.3168  0.000
C -1.7140 3.0326 0.4599  0.000
H -0.5760 1.3976 -0.1205  0.010
H 0.6288 3.0193 -1.7878  -0.003
H 0.0516 5.4556 -1.0668  0.000
H -1.8767 5.1839 0.8916  0.000
H -2.4554 2.5034 1.0402  0.000
N 4.2726 -1.4727 -2.6392  0.041
C 4.5555 -0.9422 -3.8478  -0.021
C 4.3645 0.4779 -3.7839  0.022
C 3.9770 0.7103 -2.4292  -0.013
C 3.8443 -0.4843 -1.7807  -0.026
H 4.3245 -2.4452 -2.3714  -0.006
H 4.7829 -1.5115 -4.7369  -0.009
H 4.4005 1.2476 -4.5407  0.001
H 3.7562 1.6493 -1.9435  -0.003
H 3.6199 -0.9478 -0.8314  0.027
N -2.3789 -0.1726 -2.6933  0.005
C -2.7737 -1.2495 -3.5666  0.016
C -3.6508 -0.7427 -4.5189  -0.003
C -3.9094 0.6418 -4.1007  0.002
C -3.1456 0.8681 -2.9559  0.003
H -1.7287 -0.2587 -1.9253  0.003
H -2.2890 -2.2146 -3.5635  -0.010
H -4.1763 -1.3344 -5.2539  0.000
H -4.6713 1.2914 -4.5057  0.000
H -3.1410 1.6957 -2.2620  0.001
C 2.2509 -1.6243 1.7123  0.012
C 2.5008 -1.7611 3.2413  0.011
O 1.5072 -1.0827 4.0418  0.000
C 1.2976 -1.5631 5.3186  0.000
O 1.7894 -2.5535 5.8192  0.000
C 0.2206 -0.7074 6.0910  0.000
F 0.5357 -0.5378 7.4192  0.000
F 0.0241 0.5442 5.5703  0.000
F -0.9687 -1.3071 6.1054  0.000
H 2.0194 -0.6058 1.4004  -0.003
H 1.3547 -2.1723 1.4217  -0.004
H 3.0015 -2.0422 1.0414  0.000
H 3.4715 -1.3749 3.5524  0.000
H 2.6387 -2.8139 3.4875  0.000


[5]
3 unconnected molecules or ions with the total composition C20H26F16N2O6P. Source: the OMol25 dataset; level of theory: ωB97M-V/def2-TZVPD.

Values from the calculation:
- Spin multiplicity: 2
- Frontier orbital gap (spin up / spin down): 0.305 / 0.340 Ha
- LUMO (spin up / spin down): -0.0015 / -0.0023 Eh
- Highest occupied orbital energy (spin up / spin down): -8.3 / -9.3 eV
- Energy: -3277.814339 Eh
- Total charge: 0
- Energy above the lowest of the compared OMol25 structures with the same formula, charge and spin: 0.000 eV
- Expectation value of S²: 0.75

Last column: Mulliken spin population.
CARTESIAN COORDINATES (ANGSTROEM)
C 0.7282 -1.8007 1.2051  -0.001
C 0.0579 -0.9226 0.1398  -0.005
C 1.0267 -0.7770 -1.0415  0.028
C -1.2605 -1.6016 -0.2479  0.044
C -2.2379 -0.7691 -1.0592  -0.023
O -1.7236 -0.4483 -2.4045  0.000
C -1.3458 -1.4599 -3.1024  0.000
N -1.0043 -2.3607 -3.7231  0.000
P -3.9060 -1.6962 -1.4255  0.000
O -4.9727 -0.9711 -0.4185  0.000
O -3.6590 -3.1574 -0.7201  0.000
C -2.4514 0.5489 -0.3317  0.023
C -1.1988 1.3290 0.0977  0.011
C -0.5541 2.0894 -1.0717  0.026
C -1.6325 2.3412 1.1738  0.019
N -0.2326 0.4013 0.7437  0.367
O 0.7676 0.9735 1.2858  0.547
H 0.1658 -1.7072 2.1371  -0.011
H 0.6368 -2.8360 0.8769  0.000
H 1.7680 -1.5311 1.3578  0.004
H 1.2183 -1.7720 -1.4522  -0.001
H 0.6430 -0.1557 -1.8469  -0.006
H 1.9683 -0.3648 -0.6794  0.001
H -1.7952 -1.8208 0.6827  -0.003
H -1.0472 -2.5640 -0.7150  0.000
H -4.7768 -1.0320 0.5230  0.000
H -4.0136 -3.2501 0.1686  0.000
H -2.9854 0.2943 0.5856  0.003
H -3.1007 1.2222 -0.8965  -0.001
H -0.6735 1.5908 -2.0311  -0.002
H 0.5100 2.2389 -0.8855  -0.011
H -1.0140 3.0741 -1.1575  -0.002
H -1.5588 1.9030 2.1690  -0.011
H -2.6566 2.6701 0.9857  0.002
H -0.9917 3.2224 1.1578  0.000
C 0.9223 -7.3460 3.1980  0.000
C 1.1038 -7.6035 4.6985  0.000
C 0.3094 -6.7193 5.6655  0.000
F 0.6847 -5.4295 5.5457  0.000
F 0.5628 -7.1241 6.9284  0.000
F 2.4082 -7.5890 5.0281  0.000
F 0.6225 -8.8663 4.9149  0.000
O 1.9272 -6.5828 2.5684  0.000
C 1.8530 -5.2278 2.4526  0.000
C 3.0581 -4.5573 3.1254  0.000
F 3.0832 -4.8850 4.4314  0.000
F 2.9459 -3.2151 3.0234  0.000
F 0.6887 -4.7359 2.9213  0.000
F 1.9104 -4.9273 1.1331  0.000
H 1.0013 -8.3304 2.7395  0.000
H -0.0762 -6.9632 2.9849  0.000
H -0.7629 -6.8068 5.4723  0.000
H 3.9813 -4.8877 2.6459  0.000
C 2.1859 6.6657 -3.7695  0.000
C 1.7110 8.1118 -3.5875  0.000
C 1.2926 8.5443 -2.1785  0.000
F 0.2220 7.8348 -1.7664  0.000
F 0.9533 9.8509 -2.2117  0.000
F 0.7322 8.4016 -4.4651  0.000
F 2.7943 8.8944 -3.8813  0.000
O 1.2335 5.7617 -4.2861  0.000
C 0.4205 5.0297 -3.4784  0.000
C -1.0603 5.2926 -3.7878  0.000
F -1.3555 6.5901 -3.5889  0.000
F -1.8105 4.5464 -2.9432  0.000
F 0.6827 5.2175 -2.1729  0.000
F 0.6339 3.7180 -3.7491  0.000
H 2.9548 6.7230 -4.5383  0.000
H 2.6559 6.2897 -2.8603  0.000
H 2.1160 8.4074 -1.4728  0.000
H -1.2839 5.0168 -4.8194  0.000


[6]
A single C20H26F3NO2S molecule. Source: the OMol25 dataset; level of theory: ωB97M-V/def2-TZVPD.

Values from the calculation:
- Spin multiplicity: 1
- Frontier orbital gap: 0.327 Ha
- LUMO: 0.0252 Eh
- Highest occupied orbital energy: -8.2 eV
- Energy: -1680.772337 Eh
- Total charge: 0
- Energy above the lowest of the compared OMol25 structures with the same formula, charge and spin: 0.116 eV
- Structure (SMILES): CCOC(=O)C1(Cc2ccccc2C(F)(F)F)CCN([C@H]2CCSC2)CC1

Last column: Mulliken charge in e.
CARTESIAN COORDINATES (ANGSTROEM)
C 1.5033 4.2938 -0.4119  -1.123
C 0.2319 3.9350 0.3430  -0.242
O 0.0313 2.5197 0.3774  -0.193
C -0.5496 1.9612 -0.6839  -1.026
O -0.9463 2.5871 -1.6351  -0.603
C -0.5919 0.4386 -0.5994  2.596
C -1.8979 -0.0683 -1.2505  -1.132
C -3.0803 -0.0131 -0.3246  0.165
C -3.5035 1.2203 0.1635  -0.298
C -4.5715 1.3301 1.0320  -0.795
C -5.2562 0.1959 1.4354  -0.560
C -4.8727 -1.0386 0.9503  -0.823
C -3.7947 -1.1455 0.0768  0.210
C -3.4454 -2.5115 -0.4483  0.825
F -3.5328 -2.5921 -1.7912  -0.271
F -2.1893 -2.8979 -0.1397  -0.228
F -4.2432 -3.4773 0.0266  -0.310
C 0.6175 -0.0228 -1.4479  -1.480
C 1.1326 -1.3726 -0.9468  -0.946
N 1.6513 -1.3060 0.4104  0.207
C 3.0756 -1.4127 0.5958  -0.399
C 3.6345 -2.7904 0.2202  -0.669
C 5.1293 -2.7125 0.4584  -0.645
S 5.6486 -1.0417 -0.0969  -0.191
C 3.9464 -0.3996 -0.1682  -0.566
C 1.0402 -0.2544 1.2078  -0.957
C -0.4279 -0.0940 0.8326  -1.232
H 1.6605 5.3676 -0.3714  0.419
H 2.3611 3.7938 0.0321  0.258
H 1.4149 3.9913 -1.4527  0.297
H -0.6352 4.4049 -0.1325  0.321
H 0.2942 4.2372 1.3903  0.353
H -2.1024 0.5703 -2.1150  0.534
H -1.7285 -1.0787 -1.6147  0.682
H -2.9874 2.1099 -0.1603  0.564
H -4.8741 2.3019 1.3919  0.438
H -6.0905 0.2712 2.1148  0.394
H -5.4106 -1.9258 1.2461  0.502
H 1.4229 0.7124 -1.3742  0.404
H 0.3284 -0.0894 -2.4972  0.441
H 0.3154 -2.1029 -0.9630  0.244
H 1.9071 -1.7368 -1.6227  0.636
H 3.2565 -1.2667 1.6684  0.401
H 3.1752 -3.5705 0.8258  0.376
H 3.4354 -3.0057 -0.8302  0.264
H 5.6959 -3.4476 -0.1085  0.418
H 5.3770 -2.8003 1.5165  0.337
H 3.9340 0.5920 0.2805  0.300
H 3.6576 -0.3273 -1.2171  0.293
H 1.1160 -0.5502 2.2597  0.425
H 1.5512 0.7140 1.0946  0.393
H -0.9013 -1.0720 0.9109  0.370
H -0.9126 0.5768 1.5420  0.621